# 1
Density functional theory data (ωB97M-V with the def2-TZVPD basis set) for 2 unconnected molecules or ions with the total composition C5H13NO.

Structure (ORCA input):
```
! wB97M-V def2-TZVPD RIJCOSX def2/J DEFGRID3
* xyz 0 1
C -0.20 -1.59 0.87
C -1.15 -0.46 1.23
C -0.84 0.82 0.44
C -1.85 1.93 0.66
H -0.34 -1.91 -0.16
H -0.40 -2.47 1.49
H 0.85 -1.33 1.00
H -1.10 -0.24 2.30
H -2.17 -0.76 1.01
H -0.84 0.55 -0.62
H 0.18 1.14 0.69
H -2.86 1.59 0.41
H -1.65 2.80 0.04
H -1.86 2.27 1.70
N 1.98 0.19 -1.85
C 2.72 -0.94 -1.88
O 2.34 -2.02 -1.48
H 1.11 0.17 -1.34
H 2.34 1.05 -2.22
H 3.73 -0.78 -2.30
*
```

Results
- Structure (SMILES): CCCC.NC=O
- LUMO energy: 0.8901 eV
- Kohn-Sham gap: 10.93 eV
- ΔE to the lowest compared entry with this formula, charge and spin: 5.1 kcal per mole
- DFT total energy: -328.31069 hartree

natural (NBO) analysis output, partial charges in e: atom 1 (C): -0.6086, atom 2 (C): -0.3923, atom 3 (C): -0.3938, atom 4 (C): -0.6034, atom 5 (H): 0.2092, atom 6 (H): 0.2117, atom 7 (H): 0.2064, atom 8 (H): 0.1933, atom 9 (H): 0.1936, atom 10 (H): 0.1781, atom 11 (H): 0.1929, atom 12 (H): 0.2045, atom 13 (H): 0.2067, atom 14 (H): 0.2042, atom 15 (N): -0.8289, atom 16 (C): 0.5258, atom 17 (O): -0.6005, atom 18 (H): 0.4053, atom 19 (H): 0.3939, atom 20 (H): 0.1020

---

# 2
Density functional theory data (ωB97M-V with the def2-TZVPD basis set) for a molecular structure, C14H31BeCl2FKN2NaO10P.

Structure (ORCA input):
```
! wB97M-V def2-TZVPD RIJCOSX def2/J DEFGRID3
* xyz 1 1
O -3.85 3.44 2.08
P -2.67 2.12 2.13
O -1.72 2.47 3.56
C -1.61 2.21 0.52
C -0.34 3.22 0.94
C 0.69 2.64 -0.24
C 0.52 1.04 0.08
N -0.81 0.89 0.47
H -4.74 2.97 2.09
H -1.51 1.64 4.09
H -2.18 2.54 -0.47
H 0.27 2.92 1.92
H -0.62 4.38 0.86
H 1.75 3.12 -0.31
H 0.18 2.74 -1.30
H 1.37 0.23 -0.03
H -1.23 -0.04 0.74
O 1.25 3.30 -2.96
H 1.38 3.04 -3.85
C 2.15 -3.58 2.04
C 3.37 -3.59 1.16
C 3.14 -2.39 0.27
O 2.39 -1.44 1.05
C 1.92 -2.10 2.23
H 2.28 -4.12 2.98
H 1.30 -4.02 1.50
H 4.27 -3.44 1.77
H 3.49 -4.52 0.59
H 2.54 -2.65 -0.61
H 4.07 -1.93 -0.07
H 2.50 -1.71 3.08
H 0.86 -1.85 2.39
F 3.28 2.19 -2.80
K -0.20 3.42 4.96
O 2.24 5.54 -1.20
H 1.56 5.25 -1.80
Cl 2.28 -7.90 2.08
C 3.22 -8.00 3.59
C 3.62 -6.63 4.11
Cl 4.83 -5.84 3.07
H 4.09 -8.63 3.41
H 2.58 -8.50 4.33
H 4.07 -6.72 5.11
H 2.75 -5.96 4.19
O -1.59 3.20 -5.10
C -2.33 2.45 -4.48
O -2.42 1.14 -4.81
C -3.11 0.15 -4.04
C -4.58 0.11 -4.39
C -3.23 2.98 -3.40
H -2.94 0.29 -2.97
H -2.65 -0.82 -4.29
H -5.08 1.05 -4.16
H -5.09 -0.69 -3.85
H -4.71 -0.07 -5.47
H -4.15 3.36 -3.86
H -2.72 3.80 -2.90
H -3.47 2.26 -2.63
Be -1.41 -1.93 -3.30
N -2.11 6.55 0.44
O -2.30 6.21 -0.74
O -0.95 6.64 0.88
O -3.08 6.80 1.17
Na 3.23 -9.23 0.14
*
```

Results
- LUMO energy: -5.1429 eV
- Kohn-Sham gap: 2.62 eV
- DFT total energy: -3551.55373 hartree

natural (NBO) analysis output, partial charges in e: atom 1 (O): -0.9033, atom 2 (P): 1.2388, atom 3 (O): -1.0548, atom 4 (C): -0.4031, atom 5 (C): -0.4387, atom 6 (C): -0.5082, atom 7 (C): 0.3038, atom 8 (N): -0.5547, atom 9 (H): 0.5085, atom 10 (H): 0.4925, atom 11 (H): 0.3182, atom 12 (H): 0.1697, atom 13 (H): 0.3492, atom 14 (H): 0.3458, atom 15 (H): 0.3251, atom 16 (H): 0.3094, atom 17 (H): 0.4337, atom 18 (O): -0.6073, atom 19 (H): 0.4530, atom 20 (C): -0.4298, atom 21 (C): -0.4291, atom 22 (C): -0.0750, atom 23 (O): -0.5516, atom 24 (C): -0.0664, atom 25 (H): 0.2039, atom 26 (H): 0.2026, atom 27 (H): 0.2128, atom 28 (H): 0.2119, atom 29 (H): 0.1747, atom 30 (H): 0.2113, atom 31 (H): 0.1719, atom 32 (H): 0.1710, atom 33 (F): -0.5505, atom 34 (K): 0.9870, atom 35 (O): -0.6888, atom 36 (H): 0.4286, atom 37 (Cl): -0.1284, atom 38 (C): -0.3741, atom 39 (C): -0.4040, atom 40 (Cl): -0.0351, atom 41 (H): 0.2296, atom 42 (H): 0.2490, atom 43 (H): 0.2529, atom 44 (H): 0.2306, atom 45 (O): -0.5377, atom 46 (C): 0.7872, atom 47 (O): -0.5194, atom 48 (C): -0.0492, atom 49 (C): -0.6436, atom 50 (C): -0.7523, atom 51 (H): 0.1673, atom 52 (H): 0.1356, atom 53 (H): 0.2235, atom 54 (H): 0.2156, atom 55 (H): 0.2308, atom 56 (H): 0.2572, atom 57 (H): 0.2809, atom 58 (H): 0.1879, atom 59 (Be): 0.0207, atom 60 (N): 0.7044, atom 61 (O): -0.5567, atom 62 (O): -0.5702, atom 63 (O): -0.5476, atom 64 (Na): 0.9828

---

# 3
Density functional theory data (ωB97M-V with the def2-TZVPD basis set) for a molecular structure, C38H35F6GeIrNO2PS4Sb.

Structure (ORCA input):
```
! wB97M-V def2-TZVPD RIJCOSX def2/J DEFGRID3
* xyz -1 5
Ir -0.54 -0.31 1.67
C -5.98 3.74 3.02
C -5.83 2.85 1.74
C -7.19 2.72 1.01
C -4.87 3.61 0.77
C -5.34 1.44 2.14
C -6.16 0.70 3.00
C -5.81 -0.58 3.47
C -4.58 -1.08 3.05
S -3.92 -2.63 3.53
C -2.51 -2.22 2.61
N -2.42 -0.93 2.19
C -3.68 -0.31 2.26
C -4.12 0.91 1.72
C -1.33 -2.99 2.54
C -1.12 -4.36 2.85
C 0.11 -4.93 2.68
C 1.16 -4.16 2.25
C 1.01 -2.81 1.94
C -0.23 -2.22 2.06
H -6.41 4.70 2.74
H -4.98 3.91 3.46
H -6.64 3.28 3.78
H -7.63 3.72 0.88
H -7.92 2.10 1.51
H -7.08 2.26 0.01
H -5.24 4.63 0.58
H -4.68 3.10 -0.18
H -3.86 3.73 1.21
H -7.12 1.17 3.31
H -6.47 -1.18 4.12
H -3.49 1.41 1.01
H -1.98 -4.95 3.17
H 0.28 -6.00 2.86
H 2.15 -4.60 2.13
H 1.88 -2.22 1.59
S 1.46 3.60 3.77
Sb -0.26 1.88 3.95
S 1.23 0.12 3.12
S -1.06 2.02 1.65
F -0.71 1.57 -1.54
P -1.84 2.35 -2.50
F -2.88 2.34 -1.18
F -1.20 3.79 -1.99
F -2.39 0.87 -2.97
F -2.95 3.12 -3.42
F -0.71 2.32 -3.74
O -1.62 -1.49 -0.62
C -0.50 -1.14 -1.00
O 0.36 -0.57 -0.15
C 0.04 -1.36 -2.41
C 1.21 -0.55 -3.01
Ge 2.95 -0.55 -2.07
C 2.91 1.07 -0.92
C 2.13 2.13 -1.40
C 1.95 3.25 -0.58
C 2.58 3.34 0.64
C 3.35 2.29 1.11
C 3.52 1.16 0.34
C 4.40 -0.35 -3.42
C 4.84 -1.54 -4.01
C 6.03 -1.56 -4.73
C 6.72 -0.36 -4.98
C 6.22 0.82 -4.46
C 5.05 0.86 -3.71
C 3.64 -2.16 -1.15
C 2.88 -3.31 -0.97
C 3.43 -4.41 -0.31
C 4.71 -4.39 0.20
C 5.49 -3.25 0.04
C 4.95 -2.16 -0.63
H -0.86 -1.24 -3.05
H 0.26 -2.48 -2.49
H 0.88 0.46 -3.00
H 1.44 -0.93 -4.03
H 1.76 2.15 -2.44
H 1.29 4.04 -0.95
H 2.45 4.23 1.23
H 3.78 2.34 2.08
H 4.10 0.33 0.76
H 4.29 -2.47 -3.82
H 6.42 -2.54 -5.07
H 7.59 -0.35 -5.60
H 6.76 1.76 -4.64
H 4.63 1.85 -3.40
H 1.84 -3.37 -1.32
H 2.83 -5.30 -0.19
H 5.07 -5.23 0.75
H 6.53 -3.21 0.35
H 5.57 -1.27 -0.80
*
```

Results
- LUMO energy (spin up / spin down): 1.3776 / -0.3954 eV
- Kohn-Sham gap (spin up / spin down): 6.90 / 5.63 eV
- ΔE to the lowest compared entry with this formula, charge and spin: 0.0 kcal per mole
- DFT total energy: -6629.38879 hartree

Mulliken analysis output, partial charges in e: atom 1 (Ir): 1.8598, atom 2 (C): -1.5438, atom 3 (C): 1.8522, atom 4 (C): -1.6450, atom 5 (C): -1.7760, atom 6 (C): -0.0267, atom 7 (C): -0.4297, atom 8 (C): -1.4121, atom 9 (C): 0.5835, atom 10 (S): -0.3690, atom 11 (C): 0.8707, atom 12 (N): 0.0816, atom 13 (C): -0.9738, atom 14 (C): 0.7039, atom 15 (C): 0.1362, atom 16 (C): -0.4481, atom 17 (C): -1.1666, atom 18 (C): -0.3925, atom 19 (C): -0.2541, atom 20 (C): 0.2854, atom 21 (H): 0.4400, atom 22 (H): 0.3186, atom 23 (H): 0.3173, atom 24 (H): 0.4215, atom 25 (H): 0.3355, atom 26 (H): 0.3670, atom 27 (H): 0.4593, atom 28 (H): 0.3331, atom 29 (H): 0.3192, atom 30 (H): 0.3540, atom 31 (H): 0.3275, atom 32 (H): 0.4410, atom 33 (H): 0.3716, atom 34 (H): 0.3516, atom 35 (H): 0.5462, atom 36 (H): 0.2180, atom 37 (S): -0.2742, atom 38 (Sb): 0.2362, atom 39 (S): -0.3689, atom 40 (S): -0.0619, atom 41 (F): -0.6823, atom 42 (P): 1.5886, atom 43 (F): -0.4218, atom 44 (F): -0.4110, atom 45 (F): -0.3965, atom 46 (F): -0.3608, atom 47 (F): -0.4172, atom 48 (O): -0.6926, atom 49 (C): 0.4349, atom 50 (O): -0.0716, atom 51 (C): -1.5326, atom 52 (C): -0.5756, atom 53 (Ge): 1.7471, atom 54 (C): 0.4615, atom 55 (C): -0.6131, atom 56 (C): -0.7270, atom 57 (C): -0.7959, atom 58 (C): -0.6600, atom 59 (C): -0.2021, atom 60 (C): -0.4730, atom 61 (C): -0.2607, atom 62 (C): -0.6792, atom 63 (C): -0.5085, atom 64 (C): -0.5321, atom 65 (C): -0.2740, atom 66 (C): 0.0323, atom 67 (C): -0.1071, atom 68 (C): -0.5769, atom 69 (C): -0.4921, atom 70 (C): -0.7659, atom 71 (C): -0.2486, atom 72 (H): 0.5672, atom 73 (H): 0.4959, atom 74 (H): 0.0040, atom 75 (H): 0.4588, atom 76 (H): 0.3180, atom 77 (H): 0.3365, atom 78 (H): 0.5598, atom 79 (H): 0.4928, atom 80 (H): 0.2635, atom 81 (H): 0.3254, atom 82 (H): 0.3336, atom 83 (H): 0.3831, atom 84 (H): 0.3182, atom 85 (H): 0.2896, atom 86 (H): 0.0141, atom 87 (H): 0.4769, atom 88 (H): 0.4319, atom 89 (H): 0.4077, atom 90 (H): 0.3484

---

| no. | molar mass (u) |
| --- | --- |
| 1 | 103.2 |
| 2 | 579.4 |
| 3 | 1197.5 |